No. 1
DFT (wB97M-V/def2-TZVPD) results for the ion C4H10NS with charge +1 in a non-equilibrium geometry.

XYZ file:
```
16
C4H10NS wB97M-V/def2-TZVPD
C 0.8840 -2.0287 -0.1106
C 0.0613 -0.8444 -0.2635
C 0.8733 0.5877 -0.0039
N -0.1908 1.6365 0.3725
C -1.5268 1.1227 -0.0215
S -1.5763 -0.5802 0.7272
H 1.7863 -2.0878 -0.8130
H 0.2660 -2.8459 -0.5202
H 1.0507 -2.2969 1.0029
H -0.3831 -0.6882 -1.1912
H 1.4970 0.4932 0.8765
H 1.2834 0.7150 -0.9691
H -0.2358 1.6691 1.3976
H 0.1338 2.4416 -0.0364
H -2.2688 1.7636 0.6048
H -1.6542 0.9426 -1.0519
```

Calculated values
Structure (SMILES): C[C@@H]1C[NH2+]CS1
Largest force on an atom (eV/A): 4.8
M (g mol⁻¹): 104.20
2S+1: 1
HOMO (eV): -13.7
Charge: +1
Total energy (eV): -16627.379

=====

No. 2
DFT (wB97M-V/def2-TZVPD) results for the molecule C6H8N2O2S in a non-equilibrium geometry.

XYZ file:
```
19
C6H8N2O2S wB97M-V/def2-TZVPD
C -1.0918 -1.9249 -0.2725
C -1.0875 -0.6331 -0.3878
C 0.6088 -0.3575 -0.3912
C 1.2288 0.9810 -0.5710
C 2.7339 0.8326 -0.4055
C -1.6909 1.4297 1.2134
N 1.1018 -1.5359 -0.2293
N 0.1859 -2.4469 -0.2399
O 0.6263 1.9377 -0.9197
O -3.4428 0.0851 -0.2872
S -2.1334 0.7346 -0.5050
H -1.9611 -2.6708 -0.3551
H 3.1340 0.2523 -1.1307
H 3.0184 0.4236 0.5586
H 3.1532 1.8253 -0.4935
H -1.7692 0.5753 1.8457
H -2.3918 2.3703 1.3778
H -0.6957 1.6118 1.3263
H 0.4731 -3.4901 -0.1334
```

Calculated values
Largest force on an atom (eV/A): 7.3
M (g mol⁻¹): 172.21
2S+1: 1
HOMO (eV): -8.8
Total energy (eV): -24258.534

=====

No. 3
DFT (wB97M-V/def2-TZVPD) results for a structure of composition C18H15Cl3F4N5V.

XYZ file:
```
46
C18H15Cl3F4N5V wB97M-V/def2-TZVPD
V -0.0162 -0.0718 0.3060
C -2.9659 -0.7241 0.9604
N -2.1067 -0.0980 -0.0710
C -2.4103 -0.7234 -1.3817
C -2.3866 1.3667 -0.1284
C -1.3521 2.0659 -0.9993
N -0.0489 1.4841 -0.6529
C 1.1592 2.0544 -1.0845
C 2.3100 1.5309 -0.5111
F 2.0983 0.5188 0.4166
C 3.5826 1.9489 -0.8106
F 4.6163 1.3844 -0.2059
C 3.7480 2.9565 -1.7451
C 2.6238 3.4962 -2.3385
F 2.7476 4.4508 -3.2424
C 1.3392 3.0625 -2.0237
F 0.2945 3.6087 -2.6422
H -4.0195 -0.6104 0.6958
H -2.7953 -0.2508 1.9253
H -2.7418 -1.7887 1.0277
H -3.4453 -0.5185 -1.6639
H -2.2757 -1.8010 -1.3085
H -1.7485 -0.3335 -2.1533
H -2.3325 1.7469 0.8939
H -3.3993 1.5402 -0.5007
H -1.3646 3.1379 -0.8000
H -1.5578 1.9357 -2.0632
H 4.7355 3.3111 -2.0074
Cl 2.8616 -3.0403 -3.2700
C 1.5252 -3.6682 -2.3188
Cl 2.0418 -4.9246 -1.2035
Cl 0.1897 -4.2036 -3.3358
C 1.0130 -2.5511 -1.5011
N 0.6151 -1.6849 -0.8666
N -0.3471 -2.9350 5.9092
C -0.2143 -1.9608 5.3179
C -0.0650 -0.7626 4.5418
C 0.1837 0.4785 5.1266
C 0.3150 1.5896 4.3065
C 0.2015 1.4359 2.9389
N -0.0480 0.2423 2.3722
C -0.1761 -0.8396 3.1645
H 0.2729 0.5630 6.2016
H 0.5092 2.5683 4.7211
H 0.3131 2.2781 2.2681
H -0.3764 -1.7949 2.6899
```

Calculated values
Largest force on an atom (eV/A): 0.3
M (g mol⁻¹): 534.65
2S+1: 3
HOMO (spin up / spin down) (eV): -15.0 / -15.0
Charge: +2
Total energy (eV): -100468.919

=====

No. 4
DFT (wB97M-V/def2-TZVPD) results for a structure of composition C41H49AsKN5O4SSb in a non-equilibrium geometry.

XYZ file:
```
103
C41H49AsKN5O4SSb wB97M-V/def2-TZVPD
K -0.3636 -0.0314 -0.3204
C -4.1841 -0.6372 1.0347
C -3.3234 0.4194 0.4190
C -2.6059 1.3096 1.2059
C -1.8211 2.2905 0.6278
C -1.7287 2.3875 -0.7504
C -2.4290 1.4954 -1.5453
C -3.2225 0.5244 -0.9638
H -3.7706 -1.6197 0.7995
H -5.1998 -0.5863 0.6443
H -4.2099 -0.5337 2.1184
H -2.6802 1.2441 2.2838
H -1.2842 2.9854 1.2566
H -1.1219 3.1618 -1.1990
H -2.3701 1.5562 -2.6230
H -3.7667 -0.1630 -1.5952
O 3.0246 -0.5800 0.9232
C 1.8348 -0.9076 0.9005
O 0.9021 -0.2471 1.4500
C 1.3746 -2.0651 -0.0078
O 2.2078 -2.8178 -0.5396
O 0.1412 -2.0808 -0.2736
C -4.2525 -4.5715 -1.2045
C -4.1006 -3.6640 -2.4188
C -2.7238 -3.1070 -2.5554
N -2.4564 -1.9286 -2.9870
N -1.1515 -1.6666 -3.1184
C -0.3851 -2.6526 -2.7700
N 0.9490 -2.7231 -2.9376
S -1.2861 -4.0646 -2.2367
H -5.2287 -5.0519 -1.2170
H -4.1582 -3.9967 -0.2869
H -3.4825 -5.3392 -1.2219
H -4.8087 -2.8344 -2.3611
H -4.3310 -4.2407 -3.3226
H 1.3214 -1.8221 -3.2097
H 1.4506 -3.0637 -2.0913
C -4.3100 -4.6772 4.3705
C -4.0117 -4.7501 3.0185
C -3.0584 -3.9054 2.4849
C -2.3850 -2.9715 3.2690
C -2.6909 -2.9186 4.6228
C -3.6377 -3.7698 5.1714
As -1.0542 -1.8395 2.2578
C -0.1139 -1.1783 3.8071
C -0.3280 0.0105 4.4767
C 0.5151 0.3957 5.5074
C 1.5811 -0.4130 5.8644
C 1.8198 -1.5942 5.1851
C 0.9810 -1.9848 4.1493
C 1.1319 -3.1824 3.3300
C 2.1055 -4.1622 3.4855
C 2.1113 -5.2655 2.6521
C 1.1681 -5.3897 1.6445
C 0.2104 -4.4074 1.4694
C 0.1851 -3.3088 2.3063
H -5.0638 -5.3259 4.7974
H -4.5216 -5.4674 2.3870
H -2.7944 -3.9661 1.4314
H -2.1711 -2.2117 5.2601
H -3.8516 -3.7327 6.2328
H -1.1470 0.6542 4.1714
H 0.3461 1.3278 6.0322
H 2.2365 -0.1177 6.6750
H 2.6655 -2.2087 5.4628
H 2.8636 -4.0647 4.2520
H 2.8585 -6.0371 2.7856
H 1.1845 -6.2500 0.9881
H -0.4969 -4.4739 0.6512
C 2.1881 5.4661 0.8383
C 1.4772 4.2950 0.1833
Sb 2.2868 2.1912 0.2277
C 4.1526 2.6009 -0.9007
C 4.4238 4.0324 -1.3191
C 3.0757 2.3912 2.2607
C 4.5340 2.7981 2.3731
H 1.4856 6.2810 1.0374
H 2.9750 5.8659 0.2056
H 2.6298 5.1810 1.7886
H 1.2776 4.5291 -0.8651
H 0.4983 4.1783 0.6565
H 4.0534 1.9864 -1.7926
H 4.9835 2.2057 -0.3167
H 3.5439 4.4670 -1.7908
H 5.2430 4.0770 -2.0431
H 4.6970 4.6462 -0.4641
H 2.9296 1.4143 2.7135
H 2.4271 3.0970 2.7840
H 5.1712 2.0081 1.9811
H 4.8069 2.9595 3.4190
H 4.7471 3.7164 1.8254
C 4.3444 -0.8917 -1.7682
C 3.4557 -0.3283 -2.8010
N 2.3461 0.3456 -2.6145
C 1.8537 0.6330 -3.8525
C 2.6785 0.1324 -4.8136
N 3.7006 -0.4775 -4.1311
H 4.4100 -0.2220 -0.9172
H 5.3359 -1.0962 -2.1696
H 3.9066 -1.8088 -1.3688
H 0.9368 1.1748 -3.9654
H 2.6454 0.1584 -5.8831
H 4.4807 -0.9648 -4.5390
```

Calculated values
Largest force on an atom (eV/A): 4.6
M (g mol⁻¹): 943.72
2S+1: 1
HOMO (eV): -4.8
Charge: -1
Total energy (eV): -153491.624

=====

No. 5
DFT (wB97M-V/def2-TZVPD) results for a structure of composition C32H45AsO4PS4Se2SiTcTe in a non-equilibrium geometry.

XYZ file:
```
92
C32H45AsO4PS4Se2SiTcTe wB97M-V/def2-TZVPD
Tc 0.9074 -1.6315 -0.6795
S 4.2103 -2.5058 2.6120
As 2.5496 -3.4629 1.9431
S 2.0393 -3.5801 -0.2243
S 2.4985 -0.4041 0.4141
S 1.2490 -4.6270 2.9779
Se -0.3335 0.5088 -1.6686
P 0.7847 0.0721 -3.5174
Se 1.6687 -1.8974 -2.9290
C 2.1081 1.2465 -3.8300
C 1.7236 2.5750 -4.0247
C 2.6965 3.5375 -4.2298
C 4.0406 3.1781 -4.2308
C 4.4167 1.8579 -4.0318
C 3.4512 0.8812 -3.8294
C -0.2524 -0.1234 -4.9578
C 0.3633 -0.6507 -6.0968
C -0.4044 -0.9095 -7.2173
C -1.7702 -0.6458 -7.1937
C -2.3699 -0.1057 -6.0649
C -1.6147 0.1579 -4.9327
H 0.6732 2.8459 -4.0157
H 2.4030 4.5677 -4.3840
H 4.7979 3.9348 -4.3896
H 5.4637 1.5844 -4.0262
H 3.7438 -0.1511 -3.6858
H 1.4276 -0.8622 -6.0909
H 0.0574 -1.3207 -8.1046
H -2.3687 -0.8681 -8.0672
H -3.4316 0.1031 -6.0632
H -2.0683 0.5738 -4.0417
C -1.8258 -1.3254 4.7389
C -0.6097 -0.6039 4.1779
C 0.6631 -1.1191 4.8252
C -0.7467 0.9019 4.3909
O -0.4538 -0.8193 2.7311
Si -1.5619 -1.2575 1.6121
O -0.4904 -1.7345 0.3784
O -2.5681 -2.4269 1.9879
C -2.9956 -3.7677 1.5721
C -2.3156 -4.1874 0.2793
C -4.5052 -3.6964 1.3948
C -2.6452 -4.7119 2.7085
O -2.1907 0.1251 1.0379
C -3.5582 0.5242 0.7202
C -4.0337 -0.2266 -0.5171
C -3.4862 2.0179 0.4437
C -4.4694 0.2403 1.9052
H -1.8609 -1.1679 5.8162
H -1.7694 -2.3957 4.5454
H -2.7490 -0.9418 4.2976
H 0.6934 -0.8164 5.8727
H 1.5406 -0.7112 4.3188
H 0.7097 -2.2069 4.7800
H -1.0939 1.1127 5.4019
H -1.4637 1.3249 3.6844
H 0.2221 1.3908 4.2645
H -2.4797 -3.4426 -0.5047
H -2.7286 -5.1365 -0.0601
H -1.2407 -4.3164 0.4277
H -4.7793 -3.0076 0.5945
H -4.9721 -3.3651 2.3231
H -4.8950 -4.6850 1.1508
H -1.5789 -4.6748 2.9286
H -2.9089 -5.7335 2.4325
H -3.2031 -4.4429 3.6064
H -3.3966 -0.0011 -1.3720
H -5.0546 0.0693 -0.7597
H -4.0209 -1.3047 -0.3423
H -2.7696 2.2174 -0.3561
H -3.1793 2.5579 1.3411
H -4.4648 2.3862 0.1368
H -4.5274 -0.8279 2.1112
H -5.4735 0.6025 1.6823
H -4.1112 0.7570 2.7982
C 2.5030 2.8643 -0.2260
Te 1.4203 1.5992 1.1229
C 3.0466 1.9610 2.4684
C 4.0572 2.8124 1.7419
C 5.2374 3.1863 2.3795
C 6.1178 4.0498 1.7530
C 5.8193 4.5511 0.4909
C 4.6473 4.1817 -0.1450
C 3.7631 3.3031 0.4759
H 1.8565 3.6957 -0.5122
H 2.7227 2.2828 -1.1198
H 3.4371 0.9997 2.8057
H 2.6574 2.4974 3.3355
H 5.4591 2.8068 3.3702
H 7.0326 4.3382 2.2527
H 6.5004 5.2357 0.0030
H 4.4103 4.5826 -1.1228
```

Calculated values
Largest force on an atom (eV/A): 2.0
M (g mol⁻¹): 1139.48
2S+1: 1
HOMO (spin up / spin down) (eV): -13.8 / -13.8
Charge: +2
Total energy (eV): -303628.240

=====

No. 6
DFT (wB97M-V/def2-TZVPD) results for a structure of composition C51H39BrN3O2PtS in a non-equilibrium geometry.

XYZ file:
```
98
C51H39BrN3O2PtS wB97M-V/def2-TZVPD
Pt 0.0912 -0.1306 -0.1060
O 0.0369 -1.0449 -1.8734
C 1.1092 -0.9855 -2.7597
C 1.6530 0.4738 -2.7781
C 2.4693 0.8189 -1.5663
C 3.8192 1.0986 -1.7057
C 4.5728 1.4068 -0.5903
C 3.9343 1.4509 0.6338
C 2.5802 1.1689 0.7371
C 2.0071 1.1912 2.1333
C 0.5261 1.5466 2.3450
O -0.3291 0.7056 1.6636
C 0.3695 3.0353 1.9224
C 0.1021 3.3727 0.5923
C 0.0066 4.6963 0.1935
C 0.1793 5.7171 1.1154
C 0.4574 5.3996 2.4344
C 0.5546 4.0744 2.8330
C 0.1869 1.3905 3.8306
C -1.1594 1.3458 4.1828
C -1.5561 1.2116 5.5004
C -0.6044 1.1139 6.5086
C 0.7370 1.1490 6.1731
C 1.1289 1.2849 4.8452
N 1.8666 0.8331 -0.3549
C 0.5413 -1.3527 -4.1430
C 0.5617 -2.6720 -4.5860
C -0.0294 -3.0312 -5.7890
C -0.6345 -2.0707 -6.5853
C -0.6492 -0.7506 -6.1617
C -0.0765 -0.4003 -4.9481
C 2.2367 -1.9427 -2.3666
C 2.1068 -2.7683 -1.2603
C 3.1413 -3.6184 -0.8870
C 4.3152 -3.6539 -1.6202
C 4.4489 -2.8390 -2.7380
C 3.4168 -1.9927 -3.1063
H 0.7804 1.1295 -2.8171
H 2.2617 0.6595 -3.6633
H 4.2601 1.0600 -2.6912
H 5.6315 1.6131 -0.6711
H 4.4781 1.7067 1.5325
H 2.5945 1.9397 2.6714
H 2.2313 0.2286 2.6045
H -0.0101 2.5796 -0.1423
H -0.1927 4.9326 -0.8437
H 0.1045 6.7514 0.8067
H 0.6009 6.1880 3.1622
H 0.7656 3.8488 3.8690
H -1.8956 1.3898 3.3940
H -2.6105 1.1781 5.7478
H -0.9074 1.0082 7.5415
H 1.4916 1.0723 6.9451
H 2.1882 1.3179 4.6306
H 1.0414 -3.4304 -3.9821
H -0.0024 -4.0640 -6.1119
H -1.0785 -2.3463 -7.5330
H -1.1053 0.0126 -6.7810
H -0.1135 0.6358 -4.6394
H 1.1882 -2.7416 -0.6929
H 3.0241 -4.2566 -0.0196
H 5.1204 -4.3166 -1.3315
H 5.3572 -2.8701 -3.3261
H 3.5217 -1.3785 -3.9943
S -2.9593 -3.4689 0.1329
C -1.7117 -3.6455 1.3276
C -1.4597 -4.7266 2.1699
C -0.3934 -4.6273 3.0363
C 0.4089 -3.4770 3.0718
C 0.1641 -2.4098 2.2383
C -0.9113 -2.5021 1.3543
N -1.2909 -1.5381 0.4224
C -2.3481 -1.9137 -0.2571
C -2.8791 -1.0583 -1.3310
C -2.9757 -1.5440 -2.6277
C -3.0957 -0.6641 -3.6939
C -3.0526 0.7049 -3.4576
C -2.9951 1.1966 -2.1579
C -2.9296 0.3135 -1.0996
H -2.0785 -5.6129 2.1439
H -0.1734 -5.4506 3.7018
H 1.2348 -3.4303 3.7684
H 0.7613 -1.5111 2.2488
H -2.8637 -2.6059 -2.8008
H -3.1581 -1.0434 -4.7032
H -3.0988 1.3998 -4.2839
H -3.0713 2.2615 -1.9871
Br -2.8527 4.3201 2.2475
C -3.3992 2.6054 1.7599
C -4.2821 1.8838 2.5475
C -4.6133 0.5899 2.1715
C -4.1193 0.0779 0.9987
N -3.2892 0.8107 0.2226
C -2.8810 2.0319 0.6161
H -4.6932 2.3248 3.4450
H -5.2845 -0.0118 2.7658
H -4.4100 -0.8850 0.6205
H -2.1426 2.5256 0.0057
```

Calculated values
Largest force on an atom (eV/A): 1.0
M (g mol⁻¹): 1032.94
2S+1: 1
HOMO (eV): -9.9
Charge: +1
Total energy (eV): -146205.911

=====

> Which of these has the lowest largest force on an atom?

C18H15Cl3F4N5V